C22H30N4O | wB97M-V/def2-TZVPD

For the frontier orbital gap, the calculation gives 8.258 eV. The total energy comes out at -31291.412 eV. The calculation puts the HOMO energy at -7.930 eV. The energy above the lowest of the compared OMol25 structures with the same formula, charge and spin comes out at 1895.0 kJ/mol. The value obtained for the LUMO energy is 0.3 eV.

Structure (XYZ):
```
57
Properties=species:S:1:pos:R:3:forces:R:3
O 1.39107 -1.13856 2.50515 4.9 0.9 -3.3
C -4.82590 -0.49601 1.04608 -4.2 -0.5 -6.4
H 1.41198 -4.01483 -1.28666 4.8 -4.8 -1.8
H 1.32048 2.77696 -1.62880 -3.9 2.9 -1.1
C 4.37957 0.76682 -0.94526 5.2 -6.4 7.4
H -4.17123 -1.73057 -1.80257 0.8 -0.2 0.1
H 5.23045 -0.01504 -0.89406 -0.6 1.7 0.4
C -1.54192 -0.24498 1.45653 8.9 -0.5 1.2
H -5.71666 -1.33494 -1.29341 -0.7 0.4 0.4
H 3.31740 1.29915 2.52876 1.8 -1.2 -3.5
C 3.61376 0.91750 0.15297 -3.0 8.2 -1.5
H 2.83129 -1.54372 -0.15205 2.5 -0.2 -2.5
H -4.35950 2.11814 1.57259 -0.1 0.0 -1.5
H 4.62191 0.72002 -2.99826 -1.2 -0.7 1.3
C -1.92135 1.04599 1.93794 3.8 5.5 -6.9
C 0.78206 -3.39952 -0.94060 -8.4 9.4 4.4
C 2.49244 1.90800 -0.23928 1.0 -0.7 6.8
H -4.52249 -0.41738 1.93002 2.4 1.7 7.7
H -0.55779 1.05550 -1.77217 -0.3 0.3 1.5
N 2.04143 -1.45504 0.36313 -2.8 -1.5 -1.6
H -5.03658 -0.66169 -2.71566 -1.4 0.5 -4.7
H 2.60768 1.90796 -3.48495 1.0 -0.6 1.6
C -4.24878 0.66665 0.06916 -4.1 -7.2 -1.1
C -4.86195 -0.90062 -1.77608 1.5 -0.8 3.0
H -1.08751 1.77525 2.20750 -0.2 -1.6 -0.2
H 4.55627 -1.43219 1.38359 -1.4 1.6 -0.8
C 3.91802 0.87747 -2.10518 2.1 0.8 -10.0
N -0.21862 -1.39349 -0.43744 8.2 8.2 7.4
H 0.46801 0.47442 0.43678 0.4 -0.2 0.9
H 3.84203 -0.85708 2.97537 0.1 0.2 -3.4
H 1.98400 2.38443 0.72852 0.7 -1.2 -2.2
H -6.02771 -0.57912 1.12856 2.5 0.9 -0.4
H -0.79714 -0.87727 2.26801 -2.3 1.8 -1.8
C -0.64829 -3.25470 -1.23911 5.1 3.5 1.4
H -0.85497 2.75576 0.09371 1.9 0.5 0.2
C -0.48453 0.01847 0.26525 -2.8 -1.3 -2.5
H -2.41572 1.03093 2.73149 -5.2 0.0 6.5
C -1.21967 0.98325 -0.83773 4.2 -14.8 -6.2
H -1.22410 -3.89100 -1.71776 -2.8 -2.8 -2.2
H -4.61877 -1.58294 0.96218 0.5 0.6 -1.4
N -2.52065 2.04725 0.79791 1.8 -2.1 4.4
C 0.89615 -2.07457 -0.20647 2.6 -3.2 -1.6
C 2.33861 -1.08325 1.56847 -4.7 -0.1 4.5
C 2.94502 1.69439 -2.40026 -4.6 3.0 -5.1
C -4.31473 0.36495 -1.21989 -2.2 -5.1 5.4
C 3.76847 -0.61014 1.58354 1.0 -7.6 9.7
C -1.57573 2.08056 -0.27568 -6.5 10.3 1.5
H -2.22594 -0.89287 1.15535 -3.3 -2.5 -1.5
H -1.99352 0.05340 -1.36107 1.5 3.5 1.8
H -4.08922 1.07940 -1.79011 1.8 5.4 -5.2
H -2.10585 2.75923 -1.07841 0.7 -0.7 1.1
N -1.06396 -1.97490 -0.96430 -9.6 -7.9 -5.6
C 4.03662 0.74875 1.55795 -4.8 3.5 1.1
H -3.98440 2.76067 -0.11552 -1.5 0.2 -0.6
H 4.97620 1.03256 1.79081 3.2 0.8 0.4
C 2.19170 2.36130 -1.46638 3.5 -3.8 1.3
C -3.91749 1.90638 0.53972 1.7 3.9 3.7
```
Positions in Å, forces in eV/Å.

C2H4N4 | wB97M-V/def2-TZVPD

For the frontier orbital gap, the calculation gives 8.991 eV. The total energy comes out at -8094.515 eV. The calculation puts the HOMO energy at -8.333 eV. The energy above the lowest of the compared OMol25 structures with the same formula, charge and spin comes out at 463.0 kJ/mol. The value obtained for the LUMO energy is 0.7 eV.

Structure (XYZ):
```
10
Properties=species:S:1:pos:R:3:forces:R:3
H -0.16370 1.79881 -1.05637 -0.2 0.4 0.1
H 0.86761 -0.67088 2.16124 0.1 0.5 -0.7
H 0.92204 2.34723 0.18607 0.1 -0.4 -0.1
C 0.14081 0.43098 0.32920 -1.1 -0.3 -0.5
N -0.90497 -0.63184 -0.95017 1.1 0.2 0.5
N 0.40607 1.59778 -0.25447 -0.6 0.1 0.1
C 0.55351 -0.53196 1.12268 0.0 0.2 -0.7
N 0.46418 -1.72787 0.34390 -0.8 -1.5 0.7
H -1.85564 -0.84638 -1.34177 0.7 1.0 0.6
N -0.42991 -1.76587 -0.54032 0.7 -0.3 0.0
```
Positions in Å, forces in eV/Å.

C2H5N2P | wB97M-V/def2-TZVPD

For the frontier orbital gap (alpha / beta), the calculation gives 6.994 / 7.245 eV. The total energy comes out at -14418.784 eV. The calculation puts the HOMO energy (alpha / beta) at -6.883 / -9.580 eV. The multiplicity is 3. The energy above the lowest of the compared OMol25 structures with the same formula, charge and spin comes out at 172.6 kJ/mol. The value obtained for the LUMO energy (alpha / beta) is 0.1 / -2.3 eV.

Structure (XYZ):
```
10
Properties=species:S:1:pos:R:3:forces:R:3
H 2.86486 0.20984 -0.16968 -1.5 1.1 1.2
H -0.06722 -0.67208 1.00104 0.5 -1.5 2.1
H -0.75389 1.04990 -1.39351 0.4 -0.4 0.5
N 1.91339 0.54216 0.18813 2.1 -0.1 -1.5
H -0.06297 -1.17051 -0.88609 0.3 -0.7 0.6
C -0.74338 0.79803 -0.29029 -3.0 -1.6 -1.8
C -0.18185 -0.56059 -0.00756 -1.2 1.3 -2.6
P 1.42666 2.05795 0.26751 2.0 -0.4 0.2
H -1.89196 0.69859 -0.16379 1.4 0.7 0.4
N -0.17655 1.89465 0.31289 -0.9 1.5 0.8
```
Positions in Å, forces in eV/Å.

C26H38O6 | wB97M-V/def2-TZVPD

For the frontier orbital gap, the calculation gives 9.800 eV. The total energy comes out at -39864.651 eV. The calculation puts the HOMO energy at -9.334 eV. As for the structure (SMILES): CCCCC(=O)O[C@]1(C(=O)CO)CC[C@@H]2[C@@H]3CCC4=CC(=O)CC[C@]4(C)[C@H]3[C@@H](O)C[C@@]21C. The energy above the lowest of the compared OMol25 structures with the same formula, charge and spin comes out at 44.3 kJ/mol. The value obtained for the LUMO energy is 0.5 eV.

Structure (XYZ):
```
70
Properties=species:S:1:pos:R:3:forces:R:3
C -3.99306 -2.13314 -1.09908 0.0 0.1 0.3
H 5.08683 0.32967 1.98674 0.1 0.1 0.0
C -2.18295 0.94650 -0.17946 -0.2 0.3 -0.1
H -0.11267 1.99897 2.45712 0.1 0.1 0.0
H 2.29000 1.70110 -1.90854 -0.1 0.0 -0.1
C 4.33660 0.61884 -0.46990 0.2 -0.1 -0.1
H 0.10331 2.15479 -2.35495 0.1 -0.1 -0.1
O 1.33022 -0.27916 2.67035 0.0 0.3 0.5
H -4.90290 -2.26104 -1.68568 0.1 0.1 0.0
C 3.53439 -0.14564 0.55793 -0.1 -0.3 0.0
H -4.77502 2.17653 -1.42717 0.1 0.1 0.1
H -4.94221 2.91219 0.84053 0.2 0.0 0.0
C -0.36677 -0.45555 0.91213 0.4 0.0 0.1
C -3.39422 1.48905 0.60612 -0.1 0.2 0.1
H 3.45276 -2.16684 1.32310 -0.1 0.0 0.0
C 4.00016 0.35047 1.93804 0.0 -0.1 0.0
H 1.80217 -0.40847 -0.66428 0.0 0.0 0.0
C 5.29979 -1.97310 0.25574 0.0 -0.2 -0.1
C 2.48559 2.19689 -0.95703 0.1 0.1 0.4
H -1.61889 2.64797 1.85428 0.0 0.1 0.1
H 5.87111 0.66361 -1.90483 0.1 0.1 -0.1
H 5.87327 -1.63087 1.12078 0.0 0.0 0.0
C 5.85627 -1.27676 -0.96398 -0.1 -0.3 0.3
H -0.05215 2.84427 -0.02918 0.0 0.0 0.0
H 3.28255 -2.04944 -0.43185 -0.1 0.0 0.0
H -3.61868 -6.17638 -0.39156 0.1 -0.1 0.0
H -3.20108 -4.85929 -1.47883 0.1 0.0 -0.1
O -4.57132 0.20690 -1.07195 -0.1 -0.1 -0.2
C 0.14203 1.77616 -0.19216 0.1 -0.2 -0.1
C 3.82070 -1.65411 0.43390 0.1 0.2 0.1
O -2.51790 -0.43056 -0.46912 0.4 0.0 0.1
H 1.83911 2.07630 1.07842 0.0 0.0 0.0
C -1.82174 1.64352 -1.49805 0.2 -0.2 0.0
O 6.69189 -1.77658 -1.68661 0.0 0.0 0.0
O -3.78856 0.87420 1.56697 0.1 0.1 0.0
C -3.36787 -5.11933 -0.43661 -0.2 0.1 0.1
H -1.62120 1.11514 2.72296 0.0 0.0 0.1
H -5.39801 -4.40681 -0.42872 -0.1 0.0 0.1
O -4.32577 2.98362 -1.13288 -0.2 -0.1 -0.4
H -2.06544 2.70251 -1.44986 0.0 0.0 0.0
C -0.85370 0.98469 0.68825 -0.1 0.0 0.1
C 1.63063 1.55448 0.13676 -0.2 0.0 -0.3
C -4.03539 2.81857 0.22500 -0.2 0.1 0.4
H -4.93785 -2.28692 0.82553 0.0 0.1 0.0
C 5.34532 0.07858 -1.16159 0.0 0.4 -0.3
H 4.20268 2.60042 0.27619 0.0 0.0 0.0
C 1.10118 -0.62099 1.32802 -0.3 -0.3 -0.8
H 3.60145 -0.28198 2.72455 0.0 0.1 0.0
H 1.12973 0.65260 2.79863 0.0 0.0 0.1
H -0.06192 0.44851 -1.90186 0.1 -0.1 -0.1
H -3.21784 -2.67927 0.83354 0.0 0.0 0.1
H 3.67993 1.37176 2.12256 0.0 0.1 0.1
H -4.70560 -4.65684 1.17259 -0.1 0.0 0.0
H -0.48729 -1.01676 -0.01289 0.0 -0.1 0.0
C 2.01315 0.07937 0.29492 0.0 0.1 0.5
C -0.31234 1.47077 -1.61869 -0.1 0.2 0.2
H 2.22396 3.25178 -1.06146 0.0 0.0 -0.1
C -4.49173 -4.28583 0.16821 0.2 0.1 0.1
H -0.99730 -0.92558 1.66875 0.0 -0.1 -0.1
H -2.44150 -4.96425 0.11215 0.1 0.0 0.0
H -3.34898 3.62849 0.50065 0.0 -0.1 0.1
H -3.14369 -2.56370 -1.62861 0.0 0.0 -0.1
C -3.74862 -0.66457 -0.89546 -0.3 -0.3 -0.5
C -1.06684 1.72329 2.01342 0.0 -0.2 0.0
H -2.37038 1.20891 -2.33245 -0.1 0.1 0.0
H 5.45446 -3.04913 0.16146 0.1 0.1 0.0
H 4.56492 2.50211 -1.44690 0.1 0.0 0.1
C -4.14747 -2.80115 0.27482 -0.2 -0.2 -0.1
H 1.31221 -1.69593 1.30061 0.0 0.1 -0.1
C 3.97184 2.05937 -0.64530 -0.1 0.1 -0.2
```
Positions in Å, forces in eV/Å.